Molecular formula: C4H8O2
Method: DFT, ωB97M-V/def2-TZVPD

Atoms and positions in Å:
O  2.073  0.636  -0.024
C  1.202  -0.458  -0.317
C  -0.137  -0.480  0.444
C  -1.429  -0.608  -0.402
C  -1.093  0.670  0.391
O  -0.643  1.731  -0.319
H  2.398  0.482  0.904
H  0.982  -0.250  -1.373
H  1.780  -1.409  -0.208
H  -0.082  -1.070  1.316
H  -1.447  -0.649  -1.523
H  -2.257  -1.156  0.014
H  -1.648  0.857  1.248
H  0.303  1.704  -0.150

Cartesian forces, eV/Å:
O 0.36 -0.18 2.23
C -0.46 0.16 -0.95
C 0.19 -0.68 -1.43
C 0.02 0.66 0.24
C 0.76 -2.51 -1.89
O 0.43 1.43 -0.52
H -0.33 0.50 -1.33
H 0.05 -0.61 0.18
H -0.74 0.51 -0.13
H -0.20 -0.54 1.05
H 0.53 0.43 1.29
H 0.05 -0.36 0.20
H -1.08 0.44 1.40
H 0.41 0.75 -0.31

Calculated values
HOMO = -9.601 eV
Frontier orbital gap = 10.3426 eV
Energy above the lowest of the compared OMol25 structures with the same formula, charge and spin = 54.52 kcal per mole
Maximum force = 0.06297 hartree/bohr